8
Properties=species:S:1:pos:R:3:lowdin_charge:R:1 method="wB97M-V/def2-TZVPD" e_above_lowest_kcal_mol=72.9 homo_ev="-9.82 / -9.80" max_force_ev_per_a=13.4 gap_ha="0.267 / 0.267"
C 1.139 1.284 1.952 0.221
C 0.536 0.359 1.159 -0.016
C 0.307 0.148 -0.175 0.164
C -0.389 -0.617 -1.138 -0.490
F -0.328 -1.983 -1.461 0.091
F -1.645 -0.279 -0.652 0.091
F -0.533 -0.170 -2.491 0.043
H 0.913 1.258 2.806 -0.105


7
Properties=species:S:1:pos:R:3:lowdin_charge:R:1 method="wB97M-V/def2-TZVPD" e_above_lowest_kcal_mol=39.1 homo_ev=-11.06 max_force_ev_per_a=9.5 gap_ha=0.344 smiles="C#CC(=O)C#N"
C -0.526 -0.652 0.375 -0.436
C 0.500 -0.121 -0.539 -0.011
C 0.929 0.488 -1.657 0.163
C -0.429 -0.082 1.665 -0.153
H 1.483 1.119 -2.506 0.097
N -0.366 0.343 2.718 0.213
O -1.592 -1.095 -0.057 0.127